No. 1
# C16H25ClN2OS

An isolated molecule of C16H25ClN2OS at a distorted geometry (the ωB97M-V functional and the def2-TZVPD basis, the OMol25 dataset).

Structure (XYZ):
```
46
Properties=species:S:1:pos:R:3:lowdin_charge:R:1
O 2.9025 0.4830 -0.2187 -0.010
C 1.8368 -0.2066 0.4290 -0.447
C 0.5251 0.0965 -0.3790 -0.190
C 0.1762 1.6022 -0.4946 -0.118
N -0.7167 2.0677 0.6123 -0.157
C -2.1507 1.7077 0.4344 -0.173
C -2.9835 2.0318 1.6865 -0.195
N -2.7322 3.4182 2.1170 -0.079
C -1.3041 3.8116 2.2964 -0.190
C -0.4919 3.4728 1.0254 -0.182
C 0.5657 -0.4259 -1.7754 -0.308
C 1.4553 -0.0541 -2.7060 -0.324
S 1.2295 -0.9203 -4.2583 0.957
C -0.1415 -1.7855 -3.6253 -0.987
Cl -1.2369 -2.8579 -4.5143 0.580
C -0.3863 -1.4303 -2.3342 -0.148
C 1.6905 0.3280 1.8839 -0.120
C 2.8703 0.0094 2.8025 -0.201
C 3.1418 -1.4827 2.8611 -0.190
C 3.3283 -2.0588 1.4423 -0.183
C 2.1645 -1.7284 0.4980 -0.104
H 3.7174 0.2049 0.2275 0.092
H -0.2600 -0.4274 0.1493 0.132
H 1.1028 2.2154 -0.5621 0.138
H -0.3453 1.7974 -1.3904 0.102
H -2.5094 2.1865 -0.4632 0.105
H -2.2704 0.6407 0.2270 0.109
H -2.7246 1.3242 2.4462 0.099
H -4.0680 1.9087 1.4932 0.119
H -3.1123 4.0854 1.4343 0.103
H -1.2072 4.8799 2.4985 0.106
H -0.9315 3.3258 3.2040 0.108
H -0.7751 4.1259 0.2210 0.103
H 0.5728 3.6320 1.2219 0.110
H 2.2077 0.7045 -2.5201 0.085
H -1.1815 -1.8755 -1.7503 0.106
H 1.5400 1.4322 1.8882 0.115
H 0.7432 -0.0852 2.3146 0.137
H 2.6398 0.3921 3.7646 0.096
H 3.7568 0.5685 2.4443 0.121
H 4.0152 -1.6333 3.4849 0.106
H 2.2923 -1.9465 3.3379 0.109
H 3.4489 -3.1271 1.5312 0.103
H 4.2631 -1.7269 0.9942 0.107
H 1.2781 -2.2946 0.8761 0.139
H 2.4069 -2.0436 -0.5136 0.119
```

## Properties
E_HOMO ... -8.22 eV
SMILES string ... OC1([C@@H](CN2CCNCC2)c2csc(Cl)c2)CCCCC1
LUMO energy ... 0.02531 hartree
ΔE to the lowest compared entry with this formula, charge and spin ... 0.0000 eV
E ... -1667.7697 Eh
HOMO-LUMO gap ... 8.9 eV

No. 2
# C25H23BF2NO5

A structure of composition C25H23BF2NO5 at a distorted geometry (the ωB97M-V functional and the def2-TZVPD basis, the OMol25 dataset).

Structure (XYZ):
```
57
Properties=species:S:1:pos:R:3:lowdin_charge:R:1
C 2.6997 -4.2637 -1.8758 0.005
C 1.9163 -3.3943 -0.9968 -0.228
C 1.8074 -3.4430 0.3987 0.052
C 1.2051 -2.2421 0.7599 0.016
C 0.7615 -1.5094 -0.3523 -0.062
B 1.1754 0.3871 -1.1288 -0.607
N 2.1535 1.1081 -2.0416 -0.115
C 3.5868 0.8086 -1.8249 0.046
C 1.7365 1.0238 -3.4917 0.047
C 0.2631 0.7272 -3.3358 -0.382
O -0.6373 0.7611 -4.1378 0.181
O 0.0075 0.4171 -2.0052 0.127
C 1.8314 2.5472 -1.5547 0.063
C 1.7266 2.3590 -0.0706 -0.391
O 1.8949 3.1668 0.8048 0.188
O 1.3529 1.0330 0.1528 0.151
O 1.3868 -2.2120 -1.5077 0.034
H 3.4866 -4.8752 -1.3967 0.109
H 2.0786 -5.0038 -2.3861 0.105
H 3.2131 -3.6791 -2.6435 0.096
H 2.1506 -4.2010 1.1003 0.138
H 0.8012 -1.9714 1.7048 0.127
H 4.2405 1.5287 -2.3439 0.124
H 3.8274 0.8231 -0.7480 0.131
H 3.8331 -0.1960 -2.2226 0.124
H 1.8707 1.9948 -4.0217 0.171
H 2.2862 0.2317 -4.0177 0.162
H 2.5849 3.2618 -1.9425 0.172
H 0.8328 2.8912 -1.9199 0.181
F -3.8890 -3.5008 3.0050 0.027
C -3.2766 -3.2731 1.7681 -0.212
C -3.8830 -3.7634 0.6094 -0.007
C -3.3812 -3.4122 -0.6609 -0.044
C -2.2653 -2.5637 -0.7067 -0.044
C -1.7293 -2.0025 0.4531 -0.209
C -0.7654 -0.8345 0.1846 -0.126
C -1.0058 0.3248 1.2003 -0.030
C -1.7636 1.4773 1.0430 -0.012
C -1.7920 2.6275 1.9677 -0.214
C -1.6376 2.4493 3.3649 0.036
C -1.2033 3.5108 4.1398 -0.242
F -1.0987 3.3335 5.5049 0.037
C -0.9999 4.7791 3.6221 -0.002
C -1.3549 5.0180 2.2840 -0.063
C -1.8448 3.9718 1.5036 -0.045
C -2.1238 -2.4737 1.7189 0.044
H -4.7956 -4.3483 0.6939 0.121
H -3.8377 -3.7914 -1.5941 0.121
H -1.9005 -2.1988 -1.6854 0.129
H -1.2316 -0.3495 -0.6824 0.108
H -0.3432 0.2592 2.0801 0.120
H -2.4159 1.5834 0.1663 0.129
H -1.8919 1.4857 3.8146 0.133
H -0.5770 5.5582 4.2452 0.122
H -1.2515 6.0185 1.8774 0.110
H -2.1697 4.1634 0.4687 0.115
H -1.6449 -2.1279 2.6591 0.137
```

## Properties
E_HOMO ... -10.88 eV
Charge ... +1
LUMO energy ... -0.15856 hartree
ΔE to the lowest compared entry with this formula, charge and spin ... 2.9308 eV
E ... -1621.6847 Eh
HOMO-LUMO gap ... 6.6 eV

No. 3
# C36H128O46

A cluster of 28 separate species, C36H128O46 in total at a distorted geometry (the ωB97M-V functional and the def2-TZVPD basis, the OMol25 dataset).

Structure (XYZ):
```
210
Properties=species:S:1:pos:R:3:lowdin_charge:R:1
O -3.7119 -1.0174 3.1952 -0.032
H -3.7022 -1.9674 3.0786 0.019
H -4.5996 -0.8214 3.4948 0.072
O -0.0059 -0.6826 -3.0038 -0.010
H -0.0763 -0.4741 -2.0722 0.020
H 0.3390 0.1161 -3.4031 0.032
O -2.8057 6.4371 -0.8057 -0.072
H -2.9907 5.4999 -0.8668 -0.040
H -1.8989 6.4834 -0.5027 -0.001
O 2.4811 5.9577 2.6887 -0.037
H 3.1852 5.4252 2.3187 -0.037
H 1.7377 5.8128 2.1033 -0.008
O -3.0251 3.8434 -1.4020 -0.030
H -2.2852 3.2398 -1.4674 0.020
H -3.7958 3.2952 -1.5494 0.007
O 2.4023 -1.9701 1.7446 -0.017
H 1.6786 -1.9284 1.1195 0.037
H 3.1199 -1.5071 1.3123 0.009
O 2.4311 3.1782 -2.8729 -0.032
H 2.8076 3.5830 -3.6544 0.056
H 1.5352 2.9556 -3.1258 0.002
O 2.5106 4.8722 -0.4963 -0.035
H 2.4284 4.6107 -1.4134 0.023
H 3.4317 5.1131 -0.3971 0.048
O 5.0687 4.3766 -1.6593 -0.029
H 4.5212 3.6551 -1.9689 0.013
H 5.3013 4.8589 -2.4527 0.048
O 2.6646 -4.9423 2.5739 -0.046
H 2.0999 -4.3237 2.1106 0.003
H 2.1536 -5.2073 3.3387 -0.003
C -0.3604 4.9870 5.6399 -0.173
C -1.7976 5.6599 6.1294 -0.222
O -2.4081 6.3018 5.0650 -0.087
O -0.5540 3.6449 5.1786 -0.090
H 0.2245 4.9108 6.5564 0.103
H 0.0955 5.6449 4.9000 0.108
H -1.8339 6.2969 7.0132 0.109
H -2.5185 4.8627 6.3108 0.105
H -2.2311 7.2290 5.2403 0.090
H -0.9824 3.7784 4.3299 0.014
C -4.3429 0.5941 0.1415 -0.295
C -4.5697 1.7774 1.0226 -0.262
O -5.2776 1.4384 2.1734 -0.056
O -3.3054 -0.2066 0.4756 -0.024
H -4.0738 1.1302 -0.7686 0.104
H -5.3280 0.1332 0.0686 0.132
H -5.2160 2.5636 0.6322 0.113
H -3.6497 2.2801 1.3209 0.122
H -4.7185 1.6703 2.9186 0.083
H -3.4962 -0.6540 1.3032 0.054
C -3.0721 -1.5346 -3.0638 -0.205
C -4.3459 -2.1403 -2.4754 -0.248
O -5.0354 -2.6493 -3.5348 -0.036
O -2.1408 -2.5026 -3.4992 -0.086
H -2.5044 -0.9393 -2.3487 0.100
H -3.2915 -0.7971 -3.8358 0.116
H -5.0255 -1.4049 -2.0447 0.118
H -4.1081 -2.9201 -1.7519 0.118
H -4.8517 -3.5915 -3.5311 0.065
H -1.2569 -2.1322 -3.5553 0.053
C 5.0345 0.7631 5.2349 -0.254
C 5.7633 -0.4691 5.7609 -0.282
O 7.1016 -0.4205 5.4206 -0.049
O 3.7902 0.8715 5.8701 -0.056
H 4.9898 0.5845 4.1606 0.104
H 5.5243 1.7180 5.4256 0.120
H 5.2209 -1.3622 5.4507 0.121
H 5.6370 -0.6647 6.8257 0.118
H 7.6359 0.0762 6.0446 0.093
H 3.1584 0.2518 5.4982 0.048
C -0.5552 -0.0067 3.9148 -0.201
C 0.9802 0.4006 4.0441 -0.201
O 1.7603 -0.7602 4.1338 -0.066
O -1.0130 -0.8439 2.9030 -0.092
H -1.2196 0.8566 3.8757 0.112
H -0.7397 -0.5040 4.8670 0.115
H 1.0602 0.8948 5.0123 0.122
H 1.1822 1.1068 3.2388 0.099
H 1.8222 -1.0343 3.2158 0.030
H -1.8574 -1.2768 3.0488 0.050
C 1.3370 1.9270 -7.7079 -0.286
C 2.3606 1.0197 -6.9622 -0.179
O 2.0718 1.0640 -5.5544 -0.090
O 0.0799 1.3895 -7.5946 -0.042
H 1.5721 2.1445 -8.7498 0.118
H 1.4840 2.9237 -7.2920 0.112
H 3.3943 1.3437 -7.0830 0.124
H 2.1012 0.0057 -7.2664 0.111
H 1.1401 1.2550 -5.4245 0.033
H -0.5451 2.0759 -7.8390 0.100
C 0.7146 -3.8647 -5.5443 -0.265
C 1.7295 -2.8189 -5.1660 -0.280
O 2.0616 -2.8586 -3.8371 -0.043
O 0.3120 -3.6604 -6.8449 -0.046
H -0.1825 -3.8504 -4.9255 0.111
H 1.2056 -4.8379 -5.5408 0.136
H 1.3118 -1.8485 -5.4342 0.108
H 2.5068 -2.9101 -5.9248 0.138
H 1.2808 -2.5527 -3.3698 0.082
H -0.1944 -2.8629 -7.0155 0.094
C 0.9395 0.3974 0.1093 -0.236
C 0.0329 1.5946 -0.0770 -0.192
O -0.9243 1.4113 -1.1323 -0.083
O 0.1635 -0.7532 0.3174 -0.061
H 1.5913 0.5578 0.9681 0.108
H 1.4497 0.3725 -0.8536 0.124
H 0.6588 2.4178 -0.4215 0.118
H -0.3830 1.6676 0.9279 0.131
H -1.5961 0.7516 -0.9453 0.069
H -0.3500 -0.7078 1.1273 0.052
C -0.2476 -3.7694 4.4461 -0.209
C 0.7913 -3.7571 5.6061 -0.266
O 0.2821 -4.2024 6.8043 -0.025
O -0.2984 -5.1272 4.0589 -0.090
H 0.1438 -3.2392 3.5779 0.106
H -1.1790 -3.3098 4.7769 0.116
H 0.9975 -2.7088 5.8223 0.113
H 1.6836 -4.2510 5.2215 0.120
H 0.3930 -5.1558 6.7874 0.084
H -0.0756 -5.7431 4.7608 0.082
C -2.0456 2.2706 -4.8647 -0.229
C -0.7258 2.9298 -4.4935 -0.222
O 0.0182 2.0861 -3.7028 -0.097
O -2.8109 2.0394 -3.7257 -0.054
H -1.7944 1.2984 -5.2886 0.118
H -2.6321 2.7919 -5.6212 0.132
H -0.8300 3.8879 -3.9843 0.143
H -0.2347 3.0437 -5.4599 0.108
H -0.4135 2.1026 -2.8455 0.062
H -3.7355 2.0199 -3.9834 0.093
C -7.3745 3.8251 -1.8354 -0.178
C -7.5554 5.3701 -1.6973 -0.228
O -7.6944 6.2842 -2.8086 -0.072
O -5.9863 3.3623 -1.7656 -0.084
H -7.9782 3.6285 -2.7214 0.122
H -7.8655 3.5027 -0.9172 0.111
H -6.7146 5.6962 -1.0851 0.117
H -8.4320 5.5785 -1.0840 0.112
H -6.9103 6.8375 -2.7852 0.078
H -5.8456 2.8023 -2.5325 0.071
C 3.3955 2.7703 2.5766 -0.270
C 4.7969 3.3474 2.4666 -0.186
O 4.7316 4.7558 2.2544 -0.068
O 2.4584 2.9257 1.5751 -0.059
H 2.9091 3.0760 3.5030 0.127
H 3.4898 1.6902 2.6888 0.100
H 5.2331 2.8597 1.5947 0.122
H 5.3783 3.0772 3.3481 0.116
H 5.6644 4.9819 2.2726 0.108
H 2.5992 3.7252 1.0628 0.032
C 4.8281 -1.2642 -3.9004 -0.220
C 4.8788 -0.0549 -3.1182 -0.263
O 6.1950 0.3441 -2.7685 -0.045
O 4.6903 -2.4459 -3.0821 -0.070
H 5.6506 -1.3752 -4.6070 0.132
H 3.9046 -1.2629 -4.4794 0.104
H 4.3061 -0.2759 -2.2175 0.122
H 4.3932 0.7548 -3.6629 0.111
H 6.6622 0.3263 -3.6069 0.080
H 3.7906 -2.7750 -3.1435 0.050
C 0.0834 -6.4654 0.4460 -0.212
C 0.6196 -7.7854 -0.2063 -0.142
O -0.4351 -8.8785 -0.1954 -0.102
O 0.5172 -5.2913 -0.2951 -0.084
H 0.2424 -6.3902 1.5217 0.098
H -1.0045 -6.3982 0.4545 0.080
H 1.4844 -8.0086 0.4186 0.110
H 1.0089 -7.6828 -1.2192 0.110
H -1.1168 -8.5676 -0.7955 0.044
H -0.1836 -5.1077 -0.9250 0.033
C -2.9332 -5.7874 -1.7396 -0.229
C -2.7019 -6.1466 -3.2390 -0.167
O -3.3604 -5.1301 -4.0700 -0.079
O -2.0987 -4.7077 -1.4726 -0.086
H -2.7566 -6.6190 -1.0575 0.108
H -3.9498 -5.3947 -1.7203 0.113
H -2.9815 -7.1844 -3.4202 0.116
H -1.6414 -6.0738 -3.4800 0.114
H -2.9193 -4.2815 -3.9873 0.030
H -2.2094 -3.9696 -2.0764 0.049
C 5.4880 -1.2303 1.1677 -0.229
C 5.3786 -2.5040 0.4022 -0.229
O 6.3331 -2.4964 -0.6585 -0.058
O 4.6133 -0.1923 0.7238 -0.086
H 6.4348 -0.6975 1.0791 0.129
H 5.4129 -1.3648 2.2468 0.119
H 4.3575 -2.5858 0.0297 0.114
H 5.5341 -3.3881 1.0205 0.125
H 5.8229 -2.6471 -1.4576 0.037
H 4.9129 0.0828 -0.1458 0.072
C -0.4189 4.7783 1.1716 -0.233
C -1.5670 5.1450 2.0809 -0.284
O -1.8743 4.0813 2.8179 -0.042
O 0.1119 5.8587 0.4213 -0.063
H -0.7331 4.0141 0.4607 0.098
H 0.3888 4.3767 1.7835 0.108
H -2.4398 5.2523 1.4368 0.118
H -1.2868 6.0911 2.5440 0.134
H -2.6942 4.3039 3.2650 0.114
H 0.9007 5.5210 -0.0093 0.027
C -3.3798 -4.9759 2.1896 -0.239
C -3.2856 -5.9299 3.4398 -0.221
O -4.5817 -6.4213 3.6350 -0.074
O -4.0434 -3.7949 2.4821 -0.059
H -3.7679 -5.5187 1.3277 0.116
H -2.3471 -4.7056 1.9693 0.110
H -3.1406 -5.2704 4.2954 0.116
H -2.5789 -6.7321 3.2270 0.120
H -4.7442 -7.3438 3.4249 0.089
H -4.9806 -3.9879 2.4052 0.105
```

## Properties
E_HOMO ... -9.26 eV
LUMO energy ... -0.01263 hartree
E ... -4909.0494 Eh
HOMO-LUMO gap ... 8.9 eV

No. 4
# C4H9NO

A cluster of 2 separate species, C4H9NO in total at a distorted geometry (the ωB97M-V functional and the def2-TZVPD basis, the OMol25 dataset).

Structure (XYZ):
```
15
Properties=species:S:1:pos:R:3:lowdin_charge:R:1
C -1.3647 0.2430 1.2727 -0.168
C -0.6765 -0.6602 0.3088 -0.091
C 1.2655 0.1302 0.4308 0.028
C 1.3402 -0.2248 -0.9839 -0.655
O 2.0053 -1.1247 -1.4640 0.042
N 0.3127 0.3751 -1.6926 0.073
H -2.3896 -0.0781 1.4902 0.075
H -1.4361 1.2603 0.8580 0.076
H -0.7572 0.2727 2.1714 0.068
H -0.3532 -1.6435 0.5898 0.072
H -1.3227 -0.7781 -0.6024 0.101
H 1.0594 1.1714 0.6916 0.075
H 2.1417 -0.2284 1.0272 0.103
H 0.0997 -0.0499 -2.5690 0.100
H 0.0756 1.3347 -1.5286 0.099
```

## Properties
E_HOMO ... -8.79 eV
LUMO energy ... 0.02612 hartree
ΔE to the lowest compared entry with this formula, charge and spin ... 3.5187 eV
E ... -287.7031 Eh
HOMO-LUMO gap ... 9.5 eV